one.
Here is a cluster of 8 separate species, H14IO7 in total from OMol25. Energies are from ωB97M-V/def2-TZVPD.

Computed properties:
- E_HOMO: -5.815 eV
- Frontier orbital gap: 8.77 eV
- Charge: -1
- Spin multiplicity: 1

Each line ends with the Mulliken charge.
Atoms and positions in Å:
I: 20.8800 26.0210 42.4280  -0.6245
O: 24.6120 26.7960 42.2880  -0.6067
H: 24.6750 25.9320 41.8030  0.3108
H: 23.7380 26.7440 42.5170  0.2578
O: 19.2170 22.7560 42.6140  -0.6193
H: 18.7730 22.5930 41.7900  0.3044
H: 19.7470 23.5350 42.5430  0.2019
O: 17.9120 28.0900 41.3190  -0.6174
H: 18.7860 27.7440 41.5790  0.2813
H: 17.4440 27.3300 41.2090  0.3085
O: 21.9840 29.7140 42.8690  -0.6318
H: 22.9550 29.6830 42.7720  0.3188
H: 21.8040 28.7690 43.1590  0.2842
O: 18.4140 25.3390 45.2640  -0.6081
H: 19.0020 25.6110 44.5720  0.2615
H: 18.9000 25.5590 45.9940  0.2720
O: 22.2220 23.0620 40.6950  -0.6391
H: 21.5420 23.6390 41.1530  0.2408
H: 23.0860 23.6040 40.8590  0.3164
O: 21.3200 26.1480 38.5940  -0.5738
H: 21.4500 27.0730 38.4020  0.2955
H: 21.2340 26.5090 39.5730  0.2670


two.
Here is a cluster of 8 separate species, H14IO7 in total from OMol25. Energies are from ωB97M-V/def2-TZVPD.

Computed properties:
- E_HOMO: -5.720 eV
- Frontier orbital gap: 8.60 eV
- Charge: -1
- Spin multiplicity: 1

Each line ends with the Mulliken charge.
Atoms and positions in Å:
I: -11.5800 29.6430 7.3630  -0.5731
O: -10.6600 29.2570 3.8930  -0.6805
H: -10.6590 28.4010 4.3450  0.4293
H: -10.6290 29.8290 4.6630  0.2473
O: -8.3640 29.8970 6.0870  -0.5906
H: -7.8630 29.9720 6.8560  0.2667
H: -9.2300 29.7570 6.5220  0.2189
O: -13.3750 28.8440 4.4390  -0.5551
H: -14.2320 28.6840 4.8630  0.2734
H: -12.8860 29.2630 5.1790  0.2260
O: -10.7270 26.9160 9.6520  -0.5875
H: -10.5050 26.3330 8.9560  0.3280
H: -10.6580 27.6780 9.1050  0.1752
O: -10.6800 26.9610 5.2170  -0.6832
H: -10.5700 27.4040 6.0410  0.2761
H: -11.5400 26.5210 5.3230  0.3681
O: -8.7750 29.5600 9.9360  -0.6442
H: -9.4870 29.4960 9.3300  0.1992
H: -8.4920 28.6400 9.8840  0.3543
O: -13.8760 26.8590 8.3840  -0.5735
H: -14.7430 26.8330 7.9380  0.2724
H: -13.5190 27.6570 8.0310  0.2528


two is the most stable structure; the next one sits 51.4 kJ/mol above it.


one.
Here is a cluster of 2 separate species, C4H2N2S in total from OMol25. Energies are from ωB97M-V/def2-TZVPD.

Computed properties:
- E_HOMO (alpha / beta): -9.041 / -8.564 eV
- Frontier orbital gap (alpha / beta): 7.01 / 6.11 eV
- Spin multiplicity: 1

Each line ends with the Mulliken charge.
Atoms and positions in Å:
C: -0.8163 -0.2156 1.1958  0.5438
C: 0.9720 -1.2067 0.2609  0.5115
C: -0.2060 0.9229 -1.4434  0.0057
C: 0.4803 0.0111 0.7566  -0.9088
N: -1.8581 -0.2064 1.6955  -0.4406
N: 1.4774 -2.0921 -0.2752  -0.4681
S: -1.2291 2.0796 -1.2547  -0.0394
H: 0.0492 -0.0994 -1.8204  0.3658
H: 1.1306 0.8066 0.8849  0.4302


two.
Here is a structure of composition C4H2N2S from OMol25. Energies are from ωB97M-V/def2-TZVPD.

Computed properties:
- E_HOMO: -9.177 eV
- Frontier orbital gap: 7.51 eV
- Spin multiplicity: 1

Each line ends with the Mulliken charge.
Atoms and positions in Å:
C: -1.4268 -0.6648 1.3704  0.7647
C: 0.7027 0.5534 -1.1819  0.7043
C: -1.1892 0.3132 0.5368  -0.1559
C: 1.3839 -0.3353 -0.5666  -0.8775
N: -1.4802 -1.5362 2.1651  -0.4432
N: 0.0075 1.4964 -1.4773  -0.5092
S: -1.3230 1.5606 -0.2886  -0.1226
H: 1.2350 -1.3660 -0.6367  0.3191
H: 2.0901 -0.0211 0.0788  0.3202


one is the most stable structure; the next one sits 15.0 kJ/mol above it.


one.
Here is an isolated molecule of C2H3NO3 from OMol25. Energies are from ωB97M-V/def2-TZVPD.

Computed properties:
- E_HOMO: -11.071 eV
- Frontier orbital gap: 11.54 eV
- SMILES: O=CNC(=O)O
- Spin multiplicity: 1

Each line ends with the Mulliken charge.
Atoms and positions in Å:
O: -0.6469 -0.2453 -1.6061  -0.5308
C: -0.7617 -0.9710 -0.6586  0.2245
N: -0.1102 -0.4153 0.5355  -0.1679
C: 0.6590 0.7252 0.7412  0.4911
O: 0.9470 1.0740 1.8165  -0.4578
O: 0.9859 1.4829 -0.3946  -0.4811
H: -1.4337 -1.9390 -0.6532  0.3066
H: 0.0941 -1.0252 1.2719  0.2096
H: 0.2665 1.3136 -1.0525  0.4058


two.
Here is a cluster of 2 separate species, C2H3NO3 in total from OMol25. Energies are from ωB97M-V/def2-TZVPD.

Computed properties:
- E_HOMO: -9.373 eV
- Frontier orbital gap: 8.34 eV
- Spin multiplicity: 1

Each line ends with the Mulliken charge.
Atoms and positions in Å:
C: 0.8533 -0.1799 -0.0250  0.5040
C: 0.2292 1.2534 0.0753  0.1041
H: -1.3023 0.1956 -0.4363  0.4742
H: 0.0530 -2.1230 -0.0102  0.1496
H: 0.7373 2.0920 0.8339  0.2771
N: -0.0985 -1.2298 0.0007  -0.1245
O: -1.6427 -1.0981 -0.0124  -0.5482
O: 2.0218 -0.4309 -0.1877  -0.5238
O: -0.8512 1.5207 -0.2382  -0.3124


three.
Here is an isolated molecule of C2H3NO3 from OMol25. Energies are from ωB97M-V/def2-TZVPD.

Computed properties:
- E_HOMO: -10.132 eV
- Frontier orbital gap: 10.88 eV
- SMILES: O=CNOC=O
- Spin multiplicity: 1

Each line ends with the Mulliken charge.
Atoms and positions in Å:
O: -0.4665 -2.2619 -1.1758  -0.5177
C: -0.4133 -1.0382 -1.0361  0.1614
N: -0.6359 -0.5853 0.2788  -0.1294
O: -0.4227 0.7793 0.2659  -0.2742
C: 0.7196 1.3351 0.6762  0.3344
O: 1.3519 0.6395 1.3878  -0.4926
H: -0.3804 -0.3913 -2.1437  0.2770
H: -0.4610 -0.9401 1.3752  0.3557
H: 0.7083 2.4628 0.3718  0.2854


one is the most stable structure; the next one sits 357.5 kJ/mol above it.


one.
Here is a cluster of 2 separate species, C4H12 in total from OMol25. Energies are from ωB97M-V/def2-TZVPD.

Computed properties:
- E_HOMO (alpha / beta): -14.681 / -14.587 eV
- Frontier orbital gap (alpha / beta): 11.17 / 2.74 eV
- Charge: +1
- Spin multiplicity: 2

Each line ends with the Mulliken charge.
Atoms and positions in Å:
C: -1.6257 2.2721 -0.6182  -0.5621
C: -0.1648 1.8019 -0.2882  -0.2080
H: -2.1948 1.3734 -0.6923  0.3570
H: -2.1902 2.7706 0.1316  0.3890
H: -1.7464 3.0577 -1.4792  0.3532
H: 0.0999 0.8320 0.0495  -0.0252
H: 0.5399 2.0570 -1.2127  0.3527
H: 0.1869 2.4583 0.5047  0.3505
C: 0.7778 -1.4242 0.9188  -1.0167
C: 0.9873 -2.6536 -0.1235  -0.7624
H: -0.1014 -0.8076 0.8948  0.1821
H: 0.7847 -1.8872 1.8444  0.4437
H: 1.6983 -0.9766 1.0637  0.3723
H: 0.6809 -3.6520 0.3582  0.2502
H: 0.2854 -2.5073 -1.0234  0.2224
H: 1.9820 -2.7144 -0.3283  0.3013


two.
Here is a cluster of 2 separate species, C4H12 in total from OMol25. Energies are from ωB97M-V/def2-TZVPD.

Computed properties:
- E_HOMO (alpha / beta): -15.913 / -14.723 eV
- Frontier orbital gap (alpha / beta): 12.92 / 3.29 eV
- Charge: +1
- Spin multiplicity: 2

Each line ends with the Mulliken charge.
Atoms and positions in Å:
C: -1.9856 0.1323 -0.3114  -0.6449
C: -2.1830 -1.1850 -0.9263  -0.7982
H: -1.8238 0.1335 0.7696  0.3102
H: -2.8781 0.7817 -0.3448  0.3517
H: -1.2191 0.7711 -0.7818  0.1440
H: -3.1843 -1.6591 -0.7604  0.3220
H: -2.2583 -1.1662 -2.0389  0.2962
H: -1.5102 -1.9943 -0.6464  0.2886
C: 1.9722 0.9500 0.0725  -0.3429
C: 2.3217 0.0634 1.1745  -0.6364
H: 2.4788 0.5793 -0.8582  0.3335
H: 2.1463 2.0155 0.1075  0.3829
H: 0.8952 0.8169 -0.1730  -0.0180
H: 3.4003 0.1010 1.3626  0.3565
H: 2.0119 0.5521 2.2199  0.3281
H: 1.8161 -0.8922 1.1346  0.3266


three.
Here is a cluster of 2 separate species, C4H12 in total from OMol25. Energies are from ωB97M-V/def2-TZVPD.

Computed properties:
- E_HOMO (alpha / beta): -16.511 / -15.560 eV
- Frontier orbital gap (alpha / beta): 13.52 / 4.41 eV
- Charge: +1
- Spin multiplicity: 2

Each line ends with the Mulliken charge.
Atoms and positions in Å:
C: 0.8345 -0.4218 1.8451  -0.8362
C: 1.3577 0.8106 1.0310  -0.4435
H: 1.3887 -1.2793 1.6963  0.3393
H: 1.1476 -0.2184 2.9408  0.3356
H: -0.3139 -0.4689 1.8418  0.2943
H: 1.0800 1.6514 1.5449  0.3609
H: 0.8286 0.8082 0.0489  -0.2020
H: 2.4488 0.9533 0.9804  0.3668
C: -1.5084 -0.6596 -1.0255  -0.6212
C: -0.6729 0.3087 -1.7902  -0.8668
H: -2.3219 -0.3212 -0.5431  0.3591
H: -1.9447 -1.4199 -1.8528  0.3270
H: -1.0075 -1.4939 -0.5403  0.3769
H: -1.1527 0.6298 -2.7832  0.3834
H: 0.2970 -0.0626 -2.1579  0.3930
H: -0.4608 1.1838 -1.2362  0.4334


two is the most stable structure; the next one sits 35.1 kJ/mol above it.


one.
Here is a structure of composition C13H19NO from OMol25. Energies are from ωB97M-V/def2-TZVPD.

Computed properties:
- E_HOMO: -7.893 eV
- Frontier orbital gap: 8.66 eV
- Spin multiplicity: 1

Each line ends with the Mulliken charge.
Atoms and positions in Å:
C: -2.2529 1.5914 -1.1151  -0.5363
C: -2.5575 0.4248 -0.0528  0.1943
C: -3.1451 -0.9355 -0.5649  -1.1126
C: -2.3316 -1.8131 0.5095  -0.4534
C: -1.3905 -1.0371 1.1956  -0.6754
C: -0.3686 1.1328 0.8243  -0.7624
C: 0.9937 1.4616 0.0573  -0.5423
C: 2.0643 0.5738 -0.2697  0.6610
C: 3.3484 0.9648 0.2072  -0.6841
C: 4.3263 0.1273 0.1609  -0.2910
C: 3.8246 -1.2493 -0.0303  -0.3973
C: 2.5357 -1.6770 -0.3925  -0.7915
C: 1.6130 -0.6140 -0.5730  1.1656
H: -2.9946 1.8109 -2.0954  0.3224
H: -1.8045 2.4288 -0.1428  0.1274
H: -1.0470 1.1427 -1.5802  0.1398
H: -3.1129 0.7904 0.9499  0.2874
H: -2.7577 -1.1696 -1.6423  0.2059
H: -4.1438 -0.7921 -0.5462  0.5856
H: -3.0246 -2.0464 1.3678  0.3529
H: -1.9018 -2.6284 -0.1376  0.2631
H: -1.5781 -0.5599 2.2180  0.4067
H: -0.2470 -1.5369 1.2857  0.1991
H: -1.1075 2.0811 0.8620  0.0008
H: 0.0794 0.7601 1.6696  0.6136
H: 1.0428 2.3415 0.8435  0.2449
H: 0.8406 2.2140 -0.8709  0.1722
H: 3.6247 1.9828 0.5542  0.2595
H: 5.4452 0.6375 0.3561  0.1870
H: 4.7347 -1.9920 -0.5384  0.1595
H: 2.2791 -2.8735 -0.4003  0.2354
H: -0.3767 -0.6593 -0.8931  0.3633
N: -1.2340 0.0511 0.1131  -0.1588
O: 0.6240 -0.9331 -1.3292  -0.7425


two.
Here is a structure of composition C13H19NO from OMol25. Energies are from ωB97M-V/def2-TZVPD.

Computed properties:
- E_HOMO: -7.828 eV
- Frontier orbital gap: 8.68 eV
- Spin multiplicity: 1

Each line ends with the Mulliken charge.
Atoms and positions in Å:
C: 5.2404 1.5517 0.1603  -0.8211
H: 5.1112 1.8915 1.0838  0.3560
O: 4.9029 0.3254 -0.1591  -0.4010
C: 3.4622 -0.0549 -0.0606  0.5673
C: 2.4560 0.7443 0.1104  0.0617
C: 1.0468 0.4536 0.3863  -0.7090
C: 0.6251 -0.8988 0.2772  0.1278
C: 1.6746 -1.6886 -0.3105  -1.1254
C: 2.9708 -1.3198 -0.3522  -0.3437
H: 3.8286 -2.1147 -0.4969  0.1888
H: 1.3589 -2.5390 -0.3490  0.6672
C: -0.8409 -1.0611 0.0917  -0.1400
N: -1.5546 -0.3182 -0.5218  0.0156
H: -1.2295 0.1196 -1.3198  0.2347
C: -2.9981 -0.4977 -0.5610  -0.4954
C: -3.8600 0.4975 -1.1531  -0.8155
H: -4.4038 -0.1646 -1.9223  0.2403
C: -4.6693 1.2759 -0.2043  -0.4012
H: -3.9396 2.2591 0.0588  0.1998
H: -5.5631 1.7851 -0.6230  0.3345
C: -4.9731 0.3117 0.7236  -0.8534
H: -5.3918 0.8745 1.8926  0.2698
H: -5.6914 -0.2770 0.5314  0.4229
C: -3.6482 -0.3407 1.1595  -1.3013
H: -3.6877 -1.1966 1.2158  0.8299
H: -2.8385 0.2488 1.5832  0.4545
H: -3.1152 0.9871 -1.8581  0.3223
H: -3.0973 -1.3409 -0.8673  0.9415
H: -0.9642 -2.1852 -0.1620  0.1043
H: -0.9926 -1.2878 1.3184  0.1622
H: 0.3551 1.3858 0.5116  0.2494
H: 2.6585 1.9283 0.3151  0.0717
H: 6.3011 1.5614 -0.0342  0.2403
H: 4.7351 2.1158 -0.6772  0.3445


one is the most stable structure; the next one sits 155.6 kJ/mol above it.